ORCA calculation (the ωB97M-V functional and the def2-TZVPD basis) on 4 unconnected molecules or ions with the total composition C14H31BN6O2PS at a distorted geometry.

Properties
Gap between HOMO and LUMO = 8.0 eV
Electronic energy = -48852.2318 eV
Energy above the lowest of the compared OMol25 structures with the same formula, charge and spin = 0.0 kJ/mol
Lowest unoccupied orbital energy = -3.69 eV
Total charge = +1
Largest force on an atom = 2.84 eV/A

Each line ends with the Mulliken charge.
Atoms and positions in Å:
N  -0.46  -2.01  1.34  -0.340
C  -0.39  -1.02  0.43  0.193
N  0.25  -1.33  -0.78  -0.281
P  1.87  -0.68  -0.95  0.209
S  3.05  -1.94  -1.81  -0.308
N  -0.88  0.15  0.61  0.264
C  -1.60  0.57  1.82  -0.417
B  -3.12  0.03  1.89  0.513
O  -3.45  -0.90  2.85  -0.494
O  -4.08  0.53  1.04  -0.464
H  -1.18  -2.69  1.15  0.267
H  -0.47  -1.67  2.30  0.345
H  -0.34  -1.11  -1.57  0.388
H  2.28  -0.41  0.37  0.134
H  1.70  0.51  -1.69  0.130
H  -0.78  0.83  -0.13  0.044
H  -1.04  0.37  2.72  0.034
H  -1.69  1.64  1.75  0.095
H  -3.50  -1.76  2.42  0.303
H  -3.98  0.09  0.19  0.304
C  2.19  3.73  3.95  -1.114
C  1.04  3.41  4.90  -0.367
C  1.15  2.01  5.51  -0.491
C  1.13  0.97  4.47  0.299
N  1.11  0.17  3.66  -0.431
H  2.21  3.05  3.09  0.296
H  2.09  4.74  3.56  0.338
H  3.15  3.66  4.46  0.315
H  0.09  3.50  4.36  0.254
H  1.02  4.14  5.70  0.316
H  0.32  1.82  6.19  0.284
H  2.08  1.91  6.08  0.340
C  2.77  -4.83  -3.98  -1.019
C  2.11  -6.01  -4.69  -0.467
C  3.11  -7.07  -5.14  -0.443
C  4.08  -6.51  -6.08  0.226
N  4.83  -6.07  -6.82  -0.392
H  3.46  -4.30  -4.64  0.368
H  2.02  -4.11  -3.66  0.232
H  3.32  -5.16  -3.10  0.310
H  1.55  -5.64  -5.56  0.302
H  1.38  -6.47  -4.02  0.312
H  2.60  -7.90  -5.63  0.289
H  3.65  -7.47  -4.28  0.265
C  -4.27  4.07  -0.78  -1.151
C  -2.89  4.52  -0.33  -0.151
C  -1.84  4.43  -1.45  -0.461
C  -1.69  3.05  -1.92  0.315
N  -1.58  1.98  -2.29  -0.493
H  -4.27  3.02  -1.08  0.284
H  -4.99  4.18  0.03  0.333
H  -4.62  4.66  -1.63  0.369
H  -2.57  3.92  0.52  0.039
H  -2.94  5.55  0.01  0.325
H  -0.87  4.78  -1.09  0.288
H  -2.12  5.06  -2.30  0.361



ORCA calculation (the ωB97M-V functional and the def2-TZVPD basis) on C7H9NO2 in the gas phase at a distorted geometry.

Properties
SMILES = COc1cccn(C)c1=O
Gap between HOMO and LUMO = 8.7 eV
Electronic energy = -12987.9805 eV
Energy above the lowest of the compared OMol25 structures with the same formula, charge and spin = 242.6 kJ/mol
Lowest unoccupied orbital energy = 0.82 eV
Largest force on an atom = 5.04 eV/A

Each line ends with the Mulliken charge.
Atoms and positions in Å:
C  -0.07  -1.79  0.31  -0.949
C  -0.15  -0.99  -0.84  -0.364
C  0.12  0.98  0.46  0.603
C  0.07  -1.18  1.55  0.083
C  0.01  0.35  -0.81  0.456
C  -0.01  0.74  2.83  -1.045
C  -0.10  0.46  -3.19  -0.822
N  0.14  0.14  1.55  -0.002
O  0.33  2.18  0.68  -0.726
O  0.03  1.10  -1.95  -0.319
H  -0.16  -2.78  0.14  0.495
H  0.04  -1.54  -1.69  0.418
H  0.35  -1.61  2.52  0.249
H  0.00  0.00  3.62  0.292
H  0.53  1.70  2.80  0.347
H  -0.98  1.15  2.87  0.388
H  -1.00  -0.06  -3.43  0.371
H  0.84  -0.23  -3.53  0.291
H  0.01  1.38  -3.91  0.233



ORCA calculation (the ωB97M-V functional and the def2-TZVPD basis) on a molecular structure, C29H34N7O2PtS at a distorted geometry.

Properties
Gap between HOMO and LUMO = 4.5 eV
Electronic energy = -59209.6534 eV
Lowest unoccupied orbital energy = -10.10 eV
Total charge = +3
Largest force on an atom = 2.30 eV/A

Each line ends with the Mulliken charge.
Atoms and positions in Å:
Pt  1.64  -2.08  -0.86  0.652
C  -0.85  -3.51  -1.36  0.176
C  -0.04  -4.43  -0.60  1.435
C  -0.42  -5.73  -0.25  -0.997
C  0.49  -6.53  0.41  -0.952
C  1.77  -6.04  0.71  0.875
C  2.76  -6.80  1.36  -0.942
C  3.99  -6.23  1.60  -0.708
C  4.29  -4.90  1.22  -0.589
C  3.36  -4.13  0.58  0.587
S  3.66  -2.47  0.10  -0.625
C  2.09  -4.70  0.32  0.269
N  1.18  -3.94  -0.31  -0.073
H  -2.28  -4.73  -1.74  0.347
H  -0.68  -1.98  -2.53  0.304
H  -1.22  -1.43  -0.87  0.234
H  -1.40  -6.11  -0.47  0.237
H  0.22  -7.54  0.69  0.500
H  2.55  -7.81  1.66  0.467
H  4.76  -6.81  2.09  0.427
H  5.28  -4.50  1.43  0.481
O  -1.99  -3.81  -1.87  -0.414
N  -0.43  -2.23  -1.57  -0.820
C  -0.82  6.52  0.62  -1.421
C  -1.74  5.46  1.16  0.659
C  -1.30  4.47  2.03  -0.954
C  -2.16  3.53  2.58  -0.225
C  -3.52  3.58  2.27  0.233
N  -4.46  2.71  2.87  -0.096
C  -4.21  1.50  3.46  0.152
O  -4.71  1.14  4.50  -0.573
N  -3.36  0.61  2.76  -0.142
C  -3.19  0.47  1.41  -0.188
C  -4.01  1.08  0.45  0.064
C  -3.80  0.85  -0.89  -1.278
C  -2.79  -0.01  -1.28  0.060
N  -1.99  -0.60  -0.37  -0.034
C  -2.17  -0.36  0.93  -0.103
C  -3.98  4.56  1.40  -0.394
C  -3.10  5.48  0.85  -0.742
H  0.21  6.35  0.94  0.340
H  -1.11  7.50  1.00  0.353
H  -0.86  6.57  -0.47  0.359
H  -0.26  4.47  2.36  0.428
H  -1.80  2.82  3.31  0.550
H  -5.26  3.17  3.30  0.286
H  -3.13  -0.18  3.35  0.251
H  -4.83  1.71  0.78  0.667
H  -4.44  1.29  -1.64  0.467
H  -2.62  -0.24  -2.32  0.446
H  -1.51  -0.87  1.62  0.526
H  -5.04  4.62  1.17  0.468
H  -3.49  6.26  0.20  0.439
C  2.89  2.12  -0.62  -0.868
C  2.68  0.64  -0.25  -0.371
N  2.25  -0.14  -1.45  -0.150
C  3.41  -0.22  -2.40  -0.128
C  4.08  1.15  -2.53  -0.840
N  3.08  2.18  -2.11  0.022
C  1.76  1.91  -2.78  -1.038
C  1.18  0.64  -2.13  0.024
H  3.77  2.54  -0.14  0.399
H  2.03  2.74  -0.38  0.394
H  1.91  0.56  0.52  0.406
H  3.59  0.19  0.14  0.513
H  3.02  -0.57  -3.35  0.364
H  4.12  -0.96  -2.04  0.401
H  4.39  1.36  -3.55  0.384
H  4.95  1.26  -1.88  0.365
H  3.40  3.11  -2.37  0.332
H  1.96  1.78  -3.84  0.370
H  1.11  2.77  -2.64  0.422
H  0.72  0.02  -2.90  0.240
H  0.42  0.89  -1.38  0.289



ORCA calculation (the ωB97M-V functional and the def2-TZVPD basis) on 6 unconnected molecules or ions with the total composition C31H76N5O13 at a distorted geometry.

Properties
Gap between HOMO and LUMO = 8.2 eV
Electronic energy = -67426.2480 eV
Energy above the lowest of the compared OMol25 structures with the same formula, charge and spin = 57.7 kJ/mol
Lowest unoccupied orbital energy = 2.30 eV
Total charge = -1
Largest force on an atom = 14.69 eV/A

Each line ends with the Mulliken charge.
Atoms and positions in Å:
C  0.15  -1.97  -0.23  0.574
O  0.41  -2.94  -0.94  -0.977
O  -0.84  -1.06  -0.74  0.005
O  0.75  -1.54  0.74  -0.972
H  -1.41  -1.42  -1.34  -0.288
C  -0.90  -6.69  0.57  -0.746
O  -0.25  -6.71  1.67  -0.548
C  0.51  -5.57  1.99  -1.137
C  -0.35  -4.40  2.44  -0.180
N  0.52  -3.32  2.98  -0.369
C  -0.06  -2.57  4.16  -0.660
C  0.72  -1.31  4.48  0.262
O  0.02  -0.52  5.40  -0.325
C  0.79  0.56  5.84  -0.693
H  -0.95  -7.59  -0.03  0.384
H  -0.49  -5.99  -0.06  0.142
H  -1.74  -6.37  0.95  0.492
H  1.11  -5.32  1.21  0.558
H  1.18  -5.94  2.71  0.392
H  -0.84  -4.73  3.25  0.918
H  -0.98  -4.01  1.63  -0.238
H  0.78  -2.73  2.27  0.363
H  -0.07  -3.32  4.86  0.548
H  -1.03  -2.20  4.02  0.183
H  0.76  -0.83  3.52  -0.423
H  1.79  -1.57  4.72  0.376
H  1.48  0.36  6.66  0.355
H  -0.06  1.28  6.44  0.214
H  1.13  1.32  5.01  0.223
C  2.35  3.39  -0.31  -1.616
O  1.62  3.09  0.65  -0.495
C  0.42  2.27  0.28  -0.710
C  -0.29  1.87  1.48  -1.896
N  -1.54  1.04  1.17  1.662
C  -2.27  0.77  2.34  -0.216
C  -3.11  -0.44  1.92  0.027
O  -4.08  -0.82  2.85  -0.589
C  -4.95  -1.91  2.59  -0.743
H  1.72  4.02  -0.52  0.869
H  2.60  2.68  -0.98  0.573
H  3.24  3.83  0.01  0.281
H  0.64  1.46  -0.23  0.410
H  -0.19  2.84  -0.34  0.706
H  -0.50  2.69  1.99  1.305
H  0.39  1.25  1.84  0.199
H  -1.07  0.20  0.73  -0.751
H  -2.93  1.78  2.54  0.069
H  -1.83  0.37  3.29  0.156
H  -2.60  -1.29  1.74  0.107
H  -3.69  -0.15  1.01  0.131
H  -5.72  -1.52  1.79  0.212
H  -5.20  -2.18  3.45  0.444
H  -4.38  -2.70  2.17  0.226
C  -4.87  -5.45  -1.81  -0.932
O  -3.70  -5.33  -1.38  -0.472
C  -2.97  -4.14  -1.64  0.184
C  -2.17  -4.06  -2.99  -2.046
N  -1.31  -2.90  -3.00  0.939
C  -0.64  -2.81  -4.27  -1.591
C  0.38  -1.68  -4.30  0.074
O  1.22  -1.78  -5.53  -0.438
C  2.17  -0.74  -5.59  -0.629
H  -5.20  -6.32  -1.48  0.481
H  -4.95  -5.53  -2.92  0.285
H  -5.66  -4.91  -1.29  0.327
H  -2.25  -4.01  -0.92  -0.294
H  -3.63  -3.32  -1.72  0.378
H  -2.83  -3.96  -3.71  0.846
H  -1.64  -4.82  -3.26  0.892
H  -0.68  -3.24  -2.29  0.034
H  -1.31  -2.84  -4.98  0.669
H  0.12  -3.63  -4.63  0.295
H  0.97  -1.80  -3.41  -0.074
H  -0.07  -0.81  -4.44  0.570
H  2.92  -0.88  -4.86  0.194
H  1.87  0.30  -5.62  0.321
H  2.84  -0.76  -6.55  0.262
C  3.46  -1.25  -1.59  -0.372
O  4.26  -0.25  -1.76  -0.394
C  4.65  0.49  -0.67  0.257
C  5.39  1.84  -1.10  -1.210
N  5.80  2.65  0.02  -0.029
C  6.65  3.72  -0.48  -0.912
C  6.92  4.68  0.57  -0.134
O  7.90  5.58  -0.10  -0.300
C  8.32  6.61  0.79  -0.899
H  2.54  -0.88  -1.08  -0.079
H  3.97  -1.99  -0.93  0.294
H  3.41  -1.72  -2.51  0.383
H  5.43  -0.09  -0.11  0.308
H  3.70  0.91  -0.36  -0.036
H  4.70  2.17  -1.77  0.564
H  6.30  1.62  -1.93  0.219
H  6.36  2.17  0.55  0.231
H  6.22  4.43  -1.10  0.337
H  7.67  3.65  -1.02  0.314
H  7.35  4.23  1.53  0.281
H  5.97  5.35  0.89  0.209
H  9.30  7.00  0.39  0.269
H  8.68  6.28  1.70  0.377
H  7.72  7.44  0.81  0.333
C  -2.94  6.84  2.27  -0.600
O  -3.56  5.77  1.98  -0.350
C  -2.89  4.88  1.12  -0.911
C  -3.86  3.93  0.43  -0.281
N  -3.19  2.99  -0.43  -0.063
C  -4.14  2.14  -1.17  -0.655
C  -3.44  1.30  -2.18  0.676
O  -4.33  0.72  -3.07  -0.352
C  -3.77  -0.16  -3.93  -0.052
H  -2.77  7.48  1.24  0.202
H  -2.00  6.46  2.71  0.260
H  -3.49  7.51  2.92  0.257
H  -2.14  4.43  1.56  0.487
H  -2.32  5.39  0.39  0.584
H  -4.73  4.47  -0.08  0.300
H  -4.13  3.21  1.28  0.211
H  -2.67  2.26  0.29  -0.203
H  -4.93  2.71  -1.60  0.581
H  -4.76  1.35  -0.58  0.073
H  -2.76  0.63  -1.57  -0.573
H  -2.62  2.14  -2.68  0.087
H  -4.48  -0.50  -4.73  0.326
H  -3.19  -0.86  -3.44  -0.369
H  -2.98  0.31  -4.59  0.287



Which of these has the lowest electronic energy?
C31H76N5O13



Among the records above, which one has the lowest lowest unoccupied orbital energy?
C29H34N7O2PtS